(1)
158
Properties=species:S:1:pos:R:3:forces:R:3:lowdin_charge:R:1 method="wB97M-V/def2-TZVPD" smiles="CCOC(C)=O.CCOC(C)=O.CCOC(C)=O.CCOC(C)=O.CCOC(C)=O.CCOC(C)=O.CCOC(C)=O.O=C1CCCO1.O=C1CCCO1.O=C1CCCO1.O=C1CCCO1.O=C1CCCO1" lumo_energy_ev=0.214
O 5.257317 2.484352 -4.679416 -0.453 0.140 0.148 0.10
O -2.880311 5.750350 -1.390423 0.105 0.056 0.643 0.11
O -4.117988 1.320739 2.383988 0.523 -0.672 -0.526 -0.03
O -2.661503 -3.454386 -4.553324 0.133 0.207 0.249 0.10
O 4.883211 -5.674249 1.166507 -0.137 -0.162 0.045 0.03
O 0.508223 -4.945584 -6.839098 -0.095 0.181 0.025 0.12
O 5.179229 -3.482713 1.291523 -0.028 0.224 0.080 0.11
O -2.237338 -1.805391 4.944995 0.249 -0.711 0.266 -0.05
O 0.536589 -0.166434 -0.453520 -0.414 0.500 -0.392 0.00
O -0.043422 -3.022106 -5.884305 0.309 0.399 1.983 -0.01
O 4.198886 1.823629 0.791716 -0.192 -0.041 -0.202 0.11
O -0.379403 4.565782 2.997974 0.248 -0.488 0.021 0.09
O -4.334790 -2.170833 4.166589 -0.534 0.073 0.332 0.11
O -3.643344 -0.927356 -0.184243 -0.154 0.176 -0.247 0.11
O 1.210095 5.043712 1.461128 0.066 0.329 -0.215 -0.01
O -2.649460 0.050427 -1.877625 0.391 0.052 -0.868 0.01
O 5.383451 1.205429 -0.980613 0.853 1.218 -0.478 0.01
O -3.571270 3.614186 -1.354793 -0.444 -0.674 -0.001 -0.02
O 1.208169 -2.105308 -1.380834 0.094 -0.599 0.512 0.09
O 2.608541 -0.776854 5.349803 0.028 -0.327 -0.249 -0.01
O -2.688295 -3.381345 -2.337589 -0.760 0.800 0.782 0.04
O 2.298544 1.447475 5.141112 0.380 0.343 -0.258 0.12
O -4.198315 2.699411 4.172166 -0.655 -0.142 -0.256 0.11
O 3.577846 1.642488 -3.459781 -1.122 -0.888 0.085 -0.02
C -5.525196 1.332558 2.209832 -1.198 0.653 -0.994 -0.22
C -1.072732 -1.857356 -7.590595 -0.146 1.083 0.406 -0.14
C 4.527759 -0.570208 0.267549 0.541 0.679 -0.644 -0.07
C -0.787044 -4.358297 -3.248227 -0.369 0.524 0.379 -0.06
C 2.698517 3.880137 3.040491 0.327 0.763 -0.320 -0.05
C -0.922707 -4.741600 -1.775929 0.177 -0.420 0.179 -0.13
C -4.480638 5.057326 -3.000481 -0.037 -0.166 -0.048 0.03
C -4.512299 0.478548 -3.279569 -0.444 0.630 0.333 -0.11
C 2.510954 -5.856595 0.933500 0.615 -0.088 -0.135 -0.14
C 0.525244 0.076152 5.930624 -0.823 -0.867 -0.186 0.02
C -2.826017 3.330315 -0.161435 0.194 0.145 0.389 -0.19
C -3.740897 -0.293042 -1.206163 -0.352 -0.789 1.962 -0.50
C 2.935418 -4.377946 0.921984 -0.486 -0.875 -0.102 -0.06
C 1.887007 0.353293 5.396676 -0.027 -0.046 0.893 -0.56
C -2.115356 -3.681517 -3.502561 -0.116 -0.734 -0.823 -0.49
C 0.820077 0.223891 1.948254 0.795 -0.488 -0.920 -0.01
C 5.091076 -1.025786 -1.068204 -0.231 -1.434 -0.593 -0.15
C 3.847148 -6.603767 0.790873 0.224 0.122 -0.093 -0.14
C 0.117413 5.298637 2.182942 -0.579 0.638 -0.062 -0.55
C -6.247247 0.329393 3.093791 0.999 0.458 0.805 -0.04
C -5.000052 0.245567 -1.831235 0.496 -0.820 -0.927 -0.05
C 4.494427 1.587605 -4.403175 1.748 0.279 -0.441 -0.56
C 4.632549 0.949417 0.091250 -0.412 -0.695 0.760 -0.47
C -2.717935 -1.651057 6.296121 -0.733 0.880 -0.363 -0.19
C -1.806563 -3.639220 -1.233258 0.515 0.276 0.162 -0.15
C 4.009109 -0.663853 5.103451 0.896 -0.392 0.010 -0.21
C -2.085627 2.016391 3.375663 0.373 -0.917 -0.385 0.03
C 0.407783 -0.392407 -2.824145 -0.364 0.314 0.509 0.05
C 0.387223 -0.727927 0.837042 -0.285 -0.540 1.575 -0.21
C 4.605459 0.229623 -5.069997 -1.350 0.107 0.111 0.02
C 6.094114 0.049664 -1.453778 -0.802 -0.483 0.551 -0.11
C 1.965856 3.865307 1.704429 0.559 -1.233 0.733 -0.23
C 4.403702 -0.231131 3.711040 -0.531 0.727 -0.538 -0.07
C 0.746981 -0.998817 -1.477113 0.269 -0.126 -1.149 -0.52
C 2.038851 2.542334 -1.911138 0.359 -0.008 0.465 -0.05
C -0.489343 -1.684658 -6.160397 0.007 -0.773 -1.618 -0.14
C -0.448551 6.656038 1.822618 0.251 -0.523 -0.190 0.03
C -3.570761 4.860311 -1.807196 0.276 0.495 -1.243 -0.56
C -1.336946 3.154859 -0.412280 -0.131 -0.192 -0.076 -0.03
C -3.184816 -0.190376 6.319342 -0.414 -0.769 0.855 -0.04
C -2.491809 -2.015774 2.635937 0.704 0.118 0.063 0.02
C 3.299146 2.810984 -2.685413 0.479 1.009 -0.274 -0.20
C -3.167525 -2.001614 3.979519 1.110 -0.771 -0.323 -0.53
C 0.088273 -3.825970 -6.932685 -0.024 -0.377 -0.550 -0.50
C -0.342061 -3.066041 -8.149044 -0.738 0.738 -0.377 -0.07
C -3.585330 2.060592 3.355280 0.640 0.893 1.042 -0.55
C 4.434688 -4.410769 1.154130 -0.128 0.319 0.134 -0.48
C -3.008442 0.698021 -3.109592 -0.117 0.774 0.020 -0.14
H 4.277505 -0.993964 2.940415 0.102 -0.304 0.415 0.06
H 3.933864 -7.457301 1.459072 -0.013 -0.053 -0.111 0.12
H -2.433553 0.534891 6.020040 0.212 -0.178 0.064 0.06
H 0.386735 7.353663 1.833088 -0.239 0.277 -0.022 0.09
H 4.317933 -1.023361 -1.844824 -0.220 0.282 0.193 0.11
H 3.799889 0.610722 3.362650 0.132 0.076 0.212 0.05
H -4.601790 4.179032 -3.633579 0.024 -0.216 0.306 0.07
H 4.462629 -0.042006 5.877605 -0.188 0.315 -0.152 0.13
H 2.723042 -3.956596 -0.059988 0.117 0.336 0.042 0.11
H 0.384287 -1.035601 -6.094553 -0.082 0.143 -0.031 0.12
H 7.051033 -0.015713 -0.933153 0.001 -0.010 -0.031 0.13
H 2.056964 -6.164408 1.873095 -0.227 0.200 -0.050 0.11
H 3.532698 -0.963445 0.455808 -0.087 0.286 0.175 0.11
H -5.903173 0.539897 4.111034 -0.351 -0.039 0.114 0.07
H 0.447481 0.172144 7.014203 0.334 0.496 -0.024 0.10
H 1.262456 0.190835 -3.164002 -0.106 0.198 -0.001 0.08
H -0.804764 3.279535 0.531769 0.056 -0.151 -0.011 0.06
H -0.203601 0.715135 5.438779 0.016 0.107 0.150 0.07
H -5.771084 -0.520685 -1.827416 -0.033 0.025 0.330 0.13
H 3.324673 4.778560 3.047515 -0.142 0.101 0.225 0.08
H -1.174290 2.145171 -0.796441 0.245 0.032 0.048 0.07
H -2.361786 -3.884058 -0.330666 -0.381 -0.252 -0.304 0.12
H 0.470034 1.233452 1.748731 0.053 -0.020 0.141 0.06
H 0.533314 -2.685638 -8.678477 0.084 -0.475 -0.163 0.13
H -2.630923 -1.016725 2.219067 -0.209 -0.190 -0.409 0.07
H -1.979169 -1.951651 7.038055 0.592 0.337 -0.496 0.12
H -1.618829 2.743341 4.030219 -0.371 0.203 -0.029 0.09
H 6.243820 0.140969 -2.524999 0.048 0.140 0.019 0.11
H -0.941236 -0.997694 -8.249580 0.081 0.145 0.262 0.11
H 1.800424 3.419420 -1.308688 -0.089 0.016 -0.034 0.08
H 1.910980 0.158766 1.963327 0.002 0.677 0.279 0.07
H 0.261557 -0.970399 5.768967 -0.054 0.060 -0.303 0.08
H -7.331207 0.396807 3.074152 -0.010 0.106 -0.235 0.08
H -5.907286 -0.685875 2.896920 -0.146 -0.001 -0.298 0.07
H -5.339194 1.097571 -1.244515 0.084 0.258 -0.299 0.12
H 2.707355 3.784407 0.914286 -0.166 0.222 -0.160 0.10
H 1.201374 2.314206 -2.567895 0.008 0.082 -0.010 0.07
H 2.198418 1.714274 -1.218940 -0.169 -0.028 -0.016 0.07
H 4.081973 -6.900727 -0.232206 -0.218 -0.143 0.017 0.13
H 4.176960 3.036166 -2.078796 -0.168 -0.223 0.278 0.12
H -0.584614 -5.145990 -3.965893 0.057 0.046 -0.016 0.13
H 0.154772 -1.107678 -3.602261 0.299 -0.486 0.353 0.06
H -5.009135 1.346295 -3.712716 0.172 -0.033 -0.207 0.11
H 1.347902 2.965026 1.658100 -0.229 0.304 -0.143 0.09
H -5.462999 5.348219 -2.627043 -0.023 0.088 -0.118 0.09
H -1.662231 2.106581 2.374420 -0.078 0.062 0.019 0.06
H -2.789253 1.761568 -2.974390 0.001 -0.055 -0.100 0.11
H 2.368591 -3.833748 1.673111 0.383 0.391 0.019 0.12
H 5.568188 -0.232849 -4.881117 0.066 0.069 0.000 0.08
H -2.149961 -1.973548 -7.467822 0.040 -0.447 -0.192 0.12
H -3.048405 4.107314 0.572847 0.149 0.052 -0.066 0.13
H -1.253697 6.921098 2.498822 0.147 0.067 0.165 0.09
H 3.780387 -0.400362 -4.730325 0.281 -0.209 0.143 0.07
H 0.452978 -0.126039 2.911580 -0.155 -0.025 -0.026 0.08
H 5.436831 0.116757 3.713869 0.074 -0.163 -0.029 0.09
H -4.005908 -0.169230 5.604450 -0.125 0.395 0.148 0.06
H -0.659254 -0.962477 1.041293 -0.120 -0.102 -0.719 0.10
H -3.554171 0.058968 7.316433 -0.098 0.207 -0.121 0.09
H 5.401331 -2.073363 -1.065620 0.574 0.244 0.196 0.11
H -0.072138 -3.538533 -3.364489 0.364 -0.322 -0.001 0.11
H -1.016486 -3.605112 -8.809744 0.473 -0.405 -0.077 0.13
H 3.178233 3.699795 -3.312579 -0.029 -0.301 -0.371 0.13
H -4.740134 -0.394238 -3.888239 0.106 -0.047 0.018 0.12
H -2.373185 0.317460 -3.906815 -0.158 -0.212 -0.009 0.11
H -1.272326 -1.388056 -5.469667 0.142 -0.194 0.277 0.10
H -5.741105 1.127395 1.155869 0.557 -0.461 -0.004 0.10
H -5.834100 2.384202 2.257378 -0.306 -0.239 0.846 0.13
H 0.033206 -4.842645 -1.266373 -0.007 0.112 0.079 0.10
H -2.826439 -2.806082 1.970690 -0.698 0.290 -0.002 0.09
H 2.027150 3.883969 3.895045 0.033 -0.087 -0.024 0.07
H -0.862321 6.602834 0.813520 0.115 0.062 -0.064 0.08
H 4.428604 -1.659841 5.259760 -0.348 -0.079 0.177 0.12
H -4.067247 5.839756 -3.630860 -0.084 0.205 0.207 0.09
H -1.492907 -5.663820 -1.638746 0.238 -0.196 -0.280 0.12
H -3.239698 2.391326 0.208012 -0.066 0.072 -0.002 0.11
H -3.553647 -2.327875 6.488387 -0.146 0.140 -0.323 0.12
H -1.417144 -2.188020 2.718726 -0.018 0.189 0.399 0.08
H 4.445000 0.352831 -6.140561 0.348 0.111 -0.039 0.09
H -0.913790 3.869156 -1.117331 -0.206 0.145 0.037 0.09
H 5.188614 -0.814704 1.101281 -0.070 -0.247 -0.099 0.11
H -1.799580 1.018750 3.731910 -0.014 -0.021 -0.076 0.07
H -0.485582 0.205040 -2.669191 0.289 0.494 -0.136 0.06
H 3.411876 3.061074 3.113843 -0.307 -0.254 -0.075 0.06
H 1.852522 -6.073168 0.097018 -0.158 -0.186 0.138 0.10
H -1.249706 -2.737764 -0.969343 -0.017 0.107 -0.346 0.11
H 0.967858 -1.650043 0.903980 -0.080 -0.013 -0.076 0.11

(2)
71
Properties=species:S:1:pos:R:3:forces:R:3:lowdin_charge:R:1 method="wB97M-V/def2-TZVPD" lumo_energy_ev="-4.234 / -4.353" total_charge=+1
Pt 0.720897 -1.283614 -0.859963 -0.247 -0.181 0.203 0.24
Sb -1.774275 -1.163839 -1.340366 0.106 -0.007 0.132 1.46
Br 1.445896 5.548795 0.136602 0.000 -0.008 -0.005 0.84
Se 0.560873 -1.879037 1.610055 0.047 -0.024 -0.315 0.37
Se 3.150344 -1.765123 -0.653606 -0.050 0.029 -0.004 0.33
P 2.608547 -1.167744 1.367668 0.059 0.107 0.046 0.17
N 0.485070 1.140097 -0.761129 0.012 0.173 -0.118 -0.14
C 2.087431 3.107950 1.586033 -0.030 0.004 0.004 -0.25
C -0.794779 1.708585 -1.368133 0.125 0.010 -0.008 -0.25
C 1.422729 3.614309 0.299916 -0.018 -0.018 -0.003 -0.74
C 3.624559 -1.306945 3.928933 -0.014 0.029 0.003 -0.08
C -3.176954 -0.466810 -3.961053 0.000 0.006 -0.015 -0.13
C 1.616099 1.608432 1.607303 0.001 -0.025 -0.029 -0.15
C -2.012407 0.889636 -1.019436 -0.044 -0.011 0.045 -0.34
C 5.372528 -3.390998 3.350099 0.007 -0.002 -0.003 -0.06
C 4.040129 1.033694 1.394760 -0.042 -0.073 0.005 -0.09
C 4.460381 2.421894 1.500545 -0.018 0.086 0.009 -0.05
C -2.062869 -2.523062 -5.464950 0.014 -0.012 -0.017 -0.07
C -3.040985 -2.885982 0.829023 0.021 -0.005 0.018 -0.13
C -3.144888 1.438848 -0.576230 -0.015 -0.058 -0.016 -0.09
C -0.858075 3.150505 -0.806223 -0.022 -0.016 0.036 -0.19
C 2.062540 2.977790 -0.909934 0.039 0.031 0.003 -0.05
C -2.957365 -1.638056 -6.049276 -0.028 0.024 0.013 -0.07
C -1.722721 -2.384288 -4.127301 0.020 -0.039 -0.011 -0.13
C -5.388122 -3.317202 1.110424 0.008 -0.006 0.006 -0.06
C 4.564086 -2.873898 2.347167 -0.018 -0.040 -0.022 -0.09
C -2.228686 3.671456 -0.491471 -0.046 0.032 -0.004 -0.02
C 0.008719 3.073626 0.460515 0.009 0.027 0.029 -0.21
C -3.514633 -0.610702 -5.299775 0.015 -0.022 0.002 -0.07
C -3.322510 -2.104357 -0.285650 -0.042 -0.014 -0.027 -0.37
C 3.696590 -1.828751 2.636963 0.014 0.009 0.008 -0.42
C 1.602472 1.828893 -1.384837 -0.017 -0.013 -0.006 -0.07
C -2.282922 -1.357573 -3.373642 -0.004 0.006 0.005 -0.38
C -3.288045 2.879940 -0.368139 0.048 0.035 -0.004 -0.06
C -4.638294 -1.945205 -0.714113 0.001 0.026 -0.036 -0.13
C 2.762497 0.634903 1.420345 -0.006 0.021 0.063 -0.36
C 4.424313 -1.833977 4.925984 0.038 -0.034 0.001 -0.06
C 0.360652 1.589255 0.662671 -0.001 -0.051 -0.037 -0.20
C 5.301726 -2.873651 4.633733 -0.024 0.025 0.012 -0.06
C -4.076284 -3.490814 1.527277 -0.021 -0.002 -0.001 -0.07
C 3.553752 3.384186 1.619752 0.070 -0.025 -0.007 -0.04
C -5.669892 -2.548519 -0.010762 -0.006 -0.011 0.004 -0.07
H 2.951835 -0.487013 4.153555 0.001 0.002 -0.007 0.11
H -0.650995 1.700974 -2.453619 0.001 -0.014 0.003 0.16
H -0.466105 3.525797 1.331463 -0.008 -0.012 -0.005 0.16
H -6.692230 -2.426280 -0.342942 0.000 0.001 -0.002 0.11
H -1.627589 -3.321057 -6.051677 -0.001 -0.002 0.004 0.11
H 2.919372 3.455281 -1.365024 -0.001 -0.001 0.000 0.12
H -4.211245 0.079450 -5.756940 0.001 0.004 -0.002 0.11
H -3.856780 -4.103431 2.391464 0.001 0.000 0.001 0.11
H 4.371810 -1.433650 5.929374 -0.002 0.003 0.000 0.11
H -4.256822 3.276248 -0.096721 -0.004 0.001 -0.005 0.11
H -2.018353 -3.045503 1.148146 0.007 0.013 0.009 0.04
H 1.192796 1.399549 2.594931 0.008 -0.007 0.003 0.15
H -3.607824 0.343541 -3.383452 0.011 0.007 0.001 0.10
H 1.614358 3.637939 2.417604 -0.006 -0.001 -0.005 0.15
H -4.002931 0.810419 -0.358078 0.015 -0.005 0.003 0.10
H 5.518896 2.643188 1.499785 0.000 0.005 0.002 0.11
H 5.931637 -3.280079 5.413696 -0.001 -0.001 0.003 0.11
H 3.849386 4.422515 1.710033 -0.003 0.001 0.000 0.11
H 4.606080 -3.285759 1.346076 -0.002 0.008 -0.001 0.08
H -0.447504 1.007987 1.101968 0.020 0.005 0.027 0.12
H -0.389130 3.835323 -1.514189 0.021 -0.005 0.007 0.14
H -4.864933 -1.367269 -1.603894 0.005 -0.009 0.009 0.10
H -3.220658 -1.748209 -7.092782 0.000 0.002 -0.001 0.11
H -2.305611 4.736728 -0.306869 -0.002 0.000 -0.007 0.12
H -1.020661 -3.079551 -3.680262 -0.008 0.006 0.000 0.10
H 6.054929 -4.199827 3.127054 -0.001 0.000 -0.005 0.11
H 4.827291 0.290220 1.314660 -0.006 -0.006 0.003 0.11
H 2.016637 1.342031 -2.257334 0.012 0.020 0.003 0.12
H -6.193753 -3.792182 1.654208 -0.002 0.002 0.002 0.11